50
Properties=species:S:1:pos:R:3:forces:R:3 method="wB97M-V/def2-TZVPD" energy_ha=-1069.76635 homo_ev=-8.8996 smiles=CC[C@H](C)[C@H](N)COC.Fc1ccccc1.Fc1ccccc1
C -2.26702 -1.83527 2.06728 -0.128 0.116 -0.160
C -0.70605 -2.01223 1.54880 -0.624 0.205 0.328
C -0.60254 -2.71434 0.05816 -0.115 0.607 0.211
C -0.97413 -4.31064 0.03045 -0.722 0.070 0.388
C 0.86115 -2.32667 -0.56916 0.079 0.372 0.255
N 1.00205 -2.57949 -2.06141 -0.923 0.581 0.492
C 2.14742 -3.00035 0.19140 1.137 0.843 -0.690
O 2.24019 -4.46487 0.08658 0.709 1.187 -1.310
C 3.13619 -4.89410 -0.99945 0.193 -1.445 -0.216
H -2.66597 -0.73404 1.84396 0.932 -2.399 0.564
H -2.31723 -2.04586 3.23977 -0.091 0.497 -2.666
H -2.99300 -2.57050 1.48033 1.574 1.435 1.425
H -0.14197 -2.62493 2.37807 -0.916 1.051 -1.824
H -0.23790 -0.92021 1.52896 -0.804 -2.389 -0.098
H -1.41485 -2.17428 -0.63023 1.727 -1.032 1.414
H -0.25263 -4.99002 0.67724 -1.280 1.561 -1.637
H -1.05522 -4.66516 -1.09728 0.388 0.567 2.424
H -2.05921 -4.47068 0.50129 2.276 0.479 -1.072
H 0.97763 -1.14627 -0.43235 -0.175 -2.527 -0.204
H 0.47584 -1.84076 -2.61818 0.716 -1.604 1.067
H 0.69477 -3.54023 -2.32833 0.100 1.289 0.368
H 2.25285 -2.69930 1.31895 -0.606 -0.675 -2.065
H 3.11709 -2.56886 -0.35431 -2.099 -0.651 1.136
H 3.19974 -6.08356 -0.92100 -0.134 2.640 -0.017
H 4.21632 -4.46787 -0.85233 -2.014 -0.623 -0.326
H 2.73332 -4.66834 -2.07883 0.757 -0.077 2.172
F -1.34844 0.28683 -3.53306 0.144 -0.210 -0.189
C -1.89513 1.08948 -2.61030 -0.477 0.709 0.825
C -3.02662 0.66789 -1.92062 0.035 -0.077 -0.036
C -3.59315 1.50116 -0.95610 0.373 0.254 -0.160
C -3.02760 2.75261 -0.69957 -0.016 -0.082 -0.022
C -1.89486 3.16884 -1.40069 -0.211 -0.320 0.015
C -1.32210 2.33078 -2.35707 0.027 -0.062 -0.045
H -3.45692 -0.30396 -2.13924 0.076 0.077 -0.003
H -4.47322 1.17759 -0.40589 0.155 0.024 -0.131
H -3.47244 3.40405 0.04964 0.095 -0.120 -0.149
H -1.45888 4.14497 -1.20223 -0.044 -0.187 -0.054
H -0.43634 2.63473 -2.90494 -0.092 -0.055 0.007
F 0.16577 5.99851 -0.38348 -0.176 0.119 -0.214
C 0.91210 5.39957 0.55400 0.678 -0.532 0.845
C 1.73015 4.33265 0.19883 -0.043 0.028 -0.057
C 2.51129 3.71203 1.17363 -0.245 0.332 0.236
C 2.45728 4.15879 2.49623 -0.009 -0.010 -0.068
C 1.62921 5.22719 2.84374 0.086 -0.201 -0.372
C 0.85678 5.85467 1.86668 -0.062 0.032 -0.056
H 1.75278 3.99406 -0.83185 -0.018 0.066 0.085
H 3.16002 2.88211 0.90470 -0.144 0.151 0.013
H 3.06334 3.67155 3.25706 -0.122 0.099 -0.148
H 1.58574 5.57049 3.87454 -0.007 -0.031 -0.212
H 0.21440 6.69224 2.11761 0.039 -0.085 -0.066


72
Properties=species:S:1:pos:R:3:forces:R:3 method="wB97M-V/def2-TZVPD" energy_ha=-2005.76127 homo_ev=-7.4201 smiles="CCOc1cc(NC(=S)NCCCN2CCOCC2)c(OCC)cc1NC(=O)c1ccc(OC)cc1"
C 4.45806 2.71750 0.58662 -0.269 -0.252 -0.203
C 3.65423 2.19705 -0.59997 0.330 0.383 -0.003
O 3.07548 0.92750 -0.35459 -0.258 -0.349 0.153
C 1.95743 0.84007 0.43388 -0.253 -0.377 0.167
C 1.26720 1.91743 0.96146 0.200 -0.114 -0.122
C 0.12189 1.72018 1.71941 0.152 -0.506 -0.137
N -0.65253 2.75818 2.24360 -0.772 0.116 0.495
C -0.84329 4.01898 1.79909 -0.013 0.353 0.124
S 0.20192 4.88794 0.85260 0.366 0.385 -0.479
N -1.97746 4.64096 2.22146 -0.019 0.004 0.057
C -3.20310 3.99222 2.64835 -0.124 -0.475 0.026
C -3.71168 2.90039 1.69165 0.096 0.330 -0.138
C -3.74125 3.34920 0.22820 0.048 -0.138 0.197
N -3.89566 2.20061 -0.65164 -0.112 0.038 -0.061
C -2.62584 1.53988 -0.91715 -0.056 -0.285 -0.185
C -2.87407 0.28862 -1.75687 0.261 0.067 0.316
O -3.50763 0.60178 -2.97466 0.078 0.010 -0.171
C -4.72456 1.26564 -2.73424 -0.222 0.338 0.028
C -4.51604 2.54361 -1.92094 -0.043 -0.302 -0.149
C -0.32558 0.41548 1.99047 0.129 0.421 -0.105
O -1.45853 0.33153 2.76926 0.373 0.322 -0.183
C -2.04919 -0.93404 3.00507 -0.337 -0.372 0.007
C -2.83289 -1.45326 1.80466 0.278 0.255 0.213
C 0.36916 -0.66240 1.47412 -0.154 -0.048 0.140
C 1.49625 -0.46349 0.68703 -0.061 0.372 0.084
N 2.21431 -1.51310 0.11626 0.429 0.182 -0.197
C 1.91559 -2.84188 0.09175 0.063 0.097 -0.016
O 0.92581 -3.32993 0.60862 -0.132 -0.031 0.019
C 2.90180 -3.67074 -0.65385 0.042 -0.356 -0.108
C 2.45099 -4.86548 -1.20505 -0.015 0.308 0.168
C 3.29519 -5.69511 -1.91696 0.202 -0.216 -0.177
C 4.63291 -5.34493 -2.07673 -0.011 0.183 0.118
O 5.55559 -6.07428 -2.75433 0.028 0.320 0.185
C 5.15412 -7.28285 -3.35459 -0.082 -0.222 -0.109
C 5.09871 -4.15932 -1.50106 0.105 -0.178 -0.160
C 4.24713 -3.33287 -0.80320 -0.148 -0.103 -0.043
H 3.81726 2.87042 1.45079 -0.009 0.065 0.096
H 5.23488 2.00461 0.85326 0.083 -0.037 0.020
H 4.92118 3.66376 0.32238 0.062 0.124 -0.001
H 2.88587 2.91913 -0.89607 0.014 -0.094 -0.031
H 4.31660 2.02696 -1.45393 -0.140 0.091 0.080
H 1.58182 2.92890 0.77743 0.052 0.005 0.017
H -1.35192 2.40490 2.88488 0.043 0.057 -0.083
H -2.06584 5.57499 1.84947 0.166 -0.139 0.046
H -3.95319 4.78002 2.73545 0.075 -0.027 0.086
H -3.06458 3.55888 3.64691 -0.132 0.099 -0.008
H -4.71794 2.61614 2.00122 -0.016 -0.076 0.022
H -3.09008 2.01014 1.77080 -0.046 -0.050 0.030
H -4.58894 4.02178 0.07386 0.025 0.033 -0.028
H -2.82274 3.90608 -0.01884 -0.092 0.030 -0.028
H -2.15459 1.24841 0.02151 0.074 -0.015 0.045
H -1.93378 2.21011 -1.45792 -0.010 -0.016 0.062
H -1.92965 -0.19427 -2.01307 -0.040 -0.005 0.078
H -3.50045 -0.41136 -1.18332 0.076 0.017 -0.016
H -5.14789 1.49701 -3.71317 -0.041 -0.006 0.080
H -5.40944 0.60131 -2.18516 0.015 0.064 -0.055
H -5.48440 3.01105 -1.72906 0.010 0.024 -0.042
H -3.89015 3.24306 -2.50291 -0.054 0.008 0.012
H -2.72661 -0.75599 3.84594 0.138 -0.104 -0.082
H -1.28996 -1.65844 3.31792 -0.035 0.089 0.040
H -2.17139 -1.64350 0.96366 0.016 -0.066 -0.109
H -3.58097 -0.72331 1.50259 -0.099 0.058 -0.033
H -3.33108 -2.38005 2.07417 -0.067 -0.126 -0.007
H 0.05529 -1.67629 1.64727 -0.055 -0.028 0.011
H 3.01274 -1.19301 -0.41475 -0.130 -0.163 0.009
H 1.41404 -5.13301 -1.06834 -0.074 -0.023 0.022
H 2.90391 -6.60766 -2.33780 -0.005 -0.080 -0.053
H 6.04523 -7.68232 -3.83601 -0.096 -0.009 0.022
H 4.37861 -7.11801 -4.10927 0.025 -0.007 0.042
H 4.79265 -7.99996 -2.61091 0.003 0.036 -0.031
H 6.14240 -3.91321 -1.61747 0.119 0.030 -0.001
H 4.64866 -2.43835 -0.34924 0.044 0.082 0.038


112
Properties=species:S:1:pos:R:3:forces:R:3 method="wB97M-V/def2-TZVPD" charge=+1 energy_ha=-4346.21024 multiplicity=5 homo_ev="-9.8588 / -9.6872"
Pm 0.19838 -1.46222 0.12064 0.099 0.506 2.029
C 2.55739 -3.48371 1.92356 -0.121 -0.120 0.219
C 1.40189 -4.25312 2.57306 0.028 0.048 -0.171
C 1.00761 -5.43619 1.69232 0.011 0.043 0.166
C 0.24616 -3.31256 2.88060 0.031 -0.069 0.080
C 0.44445 -2.24032 3.76222 -0.062 0.056 0.054
C -0.59851 -1.40858 4.13341 0.027 -0.123 0.017
C -1.88999 -1.60478 3.63873 -0.083 -0.069 -0.012
C -3.01721 -0.70253 4.04385 0.011 -0.046 -0.009
C -2.09697 -2.68271 2.78920 0.008 0.075 -0.036
C -1.05432 -3.53058 2.42288 0.060 -0.037 0.119
H 3.40233 -4.14742 1.73923 0.026 0.060 -0.081
H 2.90061 -2.66675 2.55874 0.017 0.053 -0.074
H 2.24134 -3.08564 0.95320 0.217 -0.022 -0.040
H 1.76720 -4.64512 3.52710 -0.036 -0.006 0.014
H 0.63500 -5.10182 0.71871 0.001 -0.023 -0.012
H 0.23689 -6.04306 2.16733 -0.023 -0.017 -0.062
H 1.87310 -6.07487 1.51686 0.002 0.013 -0.028
H 1.41908 -2.09678 4.21694 0.021 0.028 -0.067
H -0.42424 -0.61127 4.84622 0.033 0.016 -0.047
H -3.10096 -0.64424 5.12978 0.004 -0.001 0.001
H -3.96490 -1.05621 3.64137 -0.018 0.010 0.032
H -2.83250 0.30732 3.67276 -0.046 0.005 0.014
H -3.09795 -2.90214 2.43842 0.017 0.049 -0.070
H -1.29734 -4.40963 1.84586 0.089 0.064 -0.131
C -3.75382 -0.75833 0.16350 0.308 -0.057 -0.104
Si -2.09338 0.12742 -0.19525 -0.825 0.706 -0.461
C -1.93468 0.20799 -2.12497 0.021 0.013 0.287
C -3.01685 -0.17627 -2.91991 -0.126 -0.037 0.014
C -2.96762 -0.12425 -4.30393 -0.025 0.012 -0.029
C -1.82794 0.34638 -4.93814 0.078 0.020 0.020
C -0.73309 0.71458 -4.17507 -0.062 -0.106 -0.043
C -0.76222 0.61269 -2.78596 0.077 0.058 0.022
P 0.68188 1.15924 -1.77223 -0.395 -0.359 -0.797
C 0.59808 2.91999 -2.28495 0.061 0.176 0.591
C 1.68000 3.64691 -2.76887 0.066 -0.152 0.086
C 1.51824 4.97926 -3.12790 0.021 0.095 -0.060
C 0.29167 5.60453 -2.97455 -0.031 0.000 0.047
C -0.78010 4.89697 -2.44372 0.013 0.005 -0.033
C -0.62807 3.56530 -2.10139 0.050 -0.028 -0.008
C 2.23682 0.54675 -2.53771 -0.059 0.102 0.356
C 3.04039 -0.19569 -1.67281 -0.135 0.158 -0.015
C 4.23300 -0.76303 -2.08999 0.142 -0.036 -0.062
C 4.65829 -0.56821 -3.39415 -0.066 -0.008 0.135
C 3.89168 0.20497 -4.25627 -0.008 0.012 -0.114
C 2.69456 0.76013 -3.83700 0.032 -0.037 -0.086
C -2.53632 1.92412 0.32672 0.336 -0.215 0.181
C -3.60418 2.49289 -0.37524 0.035 -0.112 0.015
C -4.23408 3.64769 0.05192 -0.071 0.082 -0.028
C -3.82125 4.25182 1.22894 -0.022 -0.033 0.001
C -2.74877 3.72681 1.92815 0.084 0.045 -0.114
C -2.05544 2.60113 1.46293 -0.082 -0.030 0.158
P -0.79081 1.86888 2.59271 0.415 0.288 -0.113
C -0.16707 3.32080 3.56983 -0.232 -0.169 -0.085
C 0.26883 3.06007 4.86492 -0.101 -0.041 -0.064
C 0.84500 4.06128 5.63674 0.039 -0.042 0.036
C 0.99727 5.33365 5.11413 0.017 0.037 0.026
C 0.57094 5.60404 3.82003 -0.027 0.028 -0.112
C -0.00790 4.60801 3.05214 0.062 -0.035 0.155
C 0.84380 1.68088 1.71147 -0.215 -0.122 0.163
C 1.43309 2.65282 0.90629 0.066 0.074 0.050
C 2.78778 2.60848 0.61526 -0.159 0.074 -0.096
C 3.58262 1.58507 1.11295 0.056 -0.142 0.093
C 3.01167 0.59181 1.89240 0.056 -0.041 -0.075
C 1.64675 0.63262 2.17998 -0.107 0.255 0.083
H -4.58269 -0.34915 -0.41871 0.052 0.089 0.013
H -4.02227 -0.65098 1.21640 0.086 0.042 0.032
H -3.67137 -1.82360 -0.05749 -0.060 -0.015 0.006
H -3.92763 -0.53279 -2.45225 0.027 0.026 -0.003
H -3.82651 -0.43264 -4.88726 0.000 0.015 0.002
H -1.79048 0.43594 -6.01609 -0.005 -0.038 0.002
H 0.14611 1.09698 -4.67291 -0.001 -0.034 -0.018
H 2.64998 3.17646 -2.87151 -0.011 0.029 -0.021
H 2.35795 5.53148 -3.53023 0.007 -0.013 0.010
H 0.16747 6.64052 -3.26110 0.026 0.005 0.006
H -1.73868 5.37977 -2.30110 0.004 -0.003 -0.004
H -1.46494 3.01677 -1.68976 0.015 0.042 -0.071
H 2.72877 -0.31848 -0.63558 0.122 0.047 -0.105
H 4.82398 -1.35327 -1.40071 0.000 0.011 -0.011
H 5.58266 -1.01328 -3.73787 0.017 0.034 -0.002
H 4.23126 0.37103 -5.27072 -0.023 0.007 0.004
H 2.13204 1.36088 -4.53712 -0.030 0.017 0.033
H -3.96636 1.99814 -1.27121 -0.009 0.012 -0.003
H -5.06963 4.04865 -0.50822 0.021 0.019 0.000
H -4.33405 5.12535 1.61007 -0.005 -0.002 -0.008
H -2.45865 4.20277 2.85365 0.029 0.011 -0.004
H 0.15301 2.06097 5.27028 -0.002 0.021 0.044
H 1.17621 3.84440 6.64414 -0.014 -0.001 -0.003
H 1.44533 6.11831 5.70967 -0.001 -0.015 0.010
H 0.69145 6.59569 3.40227 -0.010 0.005 0.035
H -0.35309 4.84274 2.05481 0.035 -0.005 -0.060
H 0.84265 3.48294 0.54491 -0.053 0.030 -0.062
H 3.22726 3.39227 0.01063 0.002 -0.010 0.002
H 4.64689 1.57032 0.91723 -0.010 0.015 -0.048
H 3.63676 -0.18103 2.32441 -0.025 -0.032 -0.025
H 1.23203 -0.04321 2.92002 0.002 -0.098 -0.140
O -1.78829 -3.43195 -0.31239 0.213 0.269 -0.022
C -1.11048 -3.48434 -1.33613 -0.730 -0.833 -0.040
N -0.58532 -2.37144 -1.90133 0.263 0.089 -0.461
S 0.84258 -2.79127 -2.52060 0.235 -0.477 -0.742
O 1.70480 -2.69907 -1.31596 0.362 -0.125 -0.078
O 1.26852 -2.05175 -3.65359 -0.066 -0.298 -0.201
C 0.46199 -4.50287 -2.79073 -0.290 0.191 0.212
C 1.04540 -5.47994 -3.56387 0.192 0.146 -0.058
C 0.45056 -6.73814 -3.54343 -0.008 -0.001 0.030
C -0.65978 -6.99420 -2.74617 -0.001 -0.039 0.007
C -1.22494 -6.00047 -1.95399 0.034 0.038 0.023
C -0.66279 -4.74004 -2.00899 0.023 -0.066 -0.175
H 1.91779 -5.26774 -4.16732 -0.016 -0.057 -0.025
H 0.85766 -7.52786 -4.15981 0.014 -0.003 0.012
H -1.09982 -7.98232 -2.75566 0.014 0.000 0.016
H -2.08867 -6.19589 -1.33273 -0.020 0.029 -0.030


12
Properties=species:S:1:pos:R:3:forces:R:3 method="wB97M-V/def2-TZVPD" energy_ha=-861.15601 homo_ev=-9.2047 smiles="O/N=C(/NS)C(F)F"
O 1.53981 1.99074 -0.25568 0.872 2.330 -0.287
N 0.29703 1.53310 0.02567 -1.369 0.837 -0.048
C 0.14994 0.30369 -0.12856 -0.357 -4.326 2.068
N -0.96700 -0.43625 0.27293 -3.450 6.547 -1.916
S -2.60616 0.05674 -0.05961 0.300 0.792 1.427
C 1.20487 -0.77034 -0.28447 4.321 1.597 -3.186
F 2.18069 -0.54041 0.70511 -1.318 -1.101 -0.618
F 0.79564 -2.06356 -0.35759 -0.212 0.471 1.221
H 1.44816 2.99442 -0.17567 0.160 -2.129 -0.182
H -1.04377 -1.30767 0.57451 1.085 -4.501 1.251
H -3.03351 0.70310 1.15125 0.866 -0.780 -1.414
H 1.78320 -0.66594 -1.29059 -0.897 0.262 1.684